16
Properties=species:S:1:pos:R:3:forces:R:3:nbo_charge:R:1 method="wB97M-V/def2-TZVPD" homo_lumo_gap_ev=12.85 e_lumo_ev=1.1836
C 0.430915 1.581687 -1.554276 -0.981 -0.098 0.994 -0.61
C -0.989362 0.992626 -1.582510 -0.199 -0.551 -0.437 -0.61
H 1.076104 0.883335 -1.026227 0.437 -0.030 -0.541 0.20
H 0.726074 1.814336 -2.570606 0.447 -0.078 0.037 0.21
H 0.461696 2.489691 -0.955797 0.002 0.194 -0.069 0.20
H -1.061591 0.385246 -2.490153 -0.326 0.235 -0.082 0.20
H -1.783187 1.739597 -1.569327 0.115 0.095 -0.279 0.20
H -1.266157 0.273039 -0.805765 0.514 0.279 0.354 0.21
C -0.164248 -1.030645 2.119791 0.480 0.693 0.427 -0.62
C 0.717400 -1.512617 0.971277 0.222 -1.015 0.764 -0.61
H 0.263562 -1.286020 3.088780 -0.035 -0.407 0.009 0.20
H -0.156531 0.060521 2.164914 -0.382 0.032 -0.208 0.20
H -1.183498 -1.400558 2.105885 -0.125 0.073 -0.184 0.21
H 1.687195 -1.819785 1.364912 0.069 -0.017 -0.011 0.20
H 0.937443 -0.766821 0.240275 -0.207 0.471 -0.577 0.20
H 0.304180 -2.403634 0.498827 -0.031 0.124 -0.196 0.21


16
Properties=species:S:1:pos:R:3:forces:R:3:nbo_charge:R:1 method="wB97M-V/def2-TZVPD" homo_lumo_gap_ev=12.32 e_lumo_ev=1.1562
C 1.399126 0.365641 1.963100 1.887 1.473 -0.166 -0.63
C 0.283270 -0.496567 2.279534 -1.651 -4.925 -0.724 -0.61
H 1.300477 0.709097 0.935224 0.605 -0.578 -0.433 0.21
H 1.281295 1.329676 2.435473 0.396 0.291 0.796 0.21
H 2.404987 -0.095772 2.185579 -1.037 0.802 -0.342 0.21
H -0.555910 -0.373808 1.567984 0.241 0.037 0.562 0.20
H -0.131378 -0.598423 3.270251 0.067 0.893 0.567 0.21
H 0.591535 -1.632531 2.148003 -0.505 2.004 -0.202 0.19
C -0.747758 -0.342648 -2.720243 -1.292 0.456 -0.842 -0.62
C -0.887859 0.449582 -1.390442 -0.122 2.532 -1.300 -0.62
H -0.456172 0.315478 -3.560732 0.310 -0.135 0.617 0.20
H -0.047900 -1.154535 -2.676025 0.413 -0.335 0.155 0.21
H -1.687195 -0.752435 -3.157473 0.325 0.007 0.894 0.21
H -0.382197 0.028493 -0.523670 -0.015 -0.064 -0.241 0.21
H -1.926844 0.760855 -1.104893 0.709 -0.826 -0.305 0.21
H -0.437476 1.487897 -1.651670 -0.331 -1.632 0.963 0.20


16
Properties=species:S:1:pos:R:3:forces:R:3:nbo_charge:R:1 method="wB97M-V/def2-TZVPD" homo_lumo_gap_ev=12.78 e_lumo_ev=1.1720
C -1.768384 0.622608 0.083282 -0.671 -0.626 0.405 -0.60
C -1.756902 1.546449 1.292160 0.439 1.490 -1.056 -0.61
H -2.463533 0.935966 -0.684533 -0.294 0.225 -0.098 0.20
H -0.806080 0.536403 -0.411042 0.237 0.026 0.211 0.20
H -2.089814 -0.376378 0.401780 0.178 0.014 -0.221 0.20
H -1.457849 2.548551 0.948903 0.231 -0.131 0.036 0.20
H -0.996063 1.249928 1.995170 -0.050 -0.217 0.546 0.21
H -2.716174 1.784573 1.750654 -0.091 -0.785 0.160 0.21
C 1.691020 -1.300845 -1.404739 0.880 0.155 -0.160 -0.61
C 1.769993 -0.899263 0.062564 0.748 -0.367 0.302 -0.62
H 0.793312 -0.910044 -1.884023 0.155 0.095 -0.055 0.20
H 2.601075 -0.997209 -1.937789 -0.396 0.524 -0.073 0.20
H 1.711557 -2.355945 -1.578768 -0.298 -0.884 0.252 0.20
H 1.264516 -1.611717 0.717981 -0.674 0.474 -0.099 0.21
H 1.447178 0.131357 0.138386 -0.457 0.040 0.506 0.20
H 2.776147 -0.904435 0.510013 0.062 -0.035 -0.656 0.20


16
Properties=species:S:1:pos:R:3:forces:R:3:nbo_charge:R:1 method="wB97M-V/def2-TZVPD" homo_lumo_gap_ev=12.37 e_lumo_ev=1.0314
C 1.807667 2.380116 -0.953572 -0.636 -0.038 -0.549 -0.61
C 0.248879 2.411408 -0.990387 1.338 0.841 0.076 -0.62
H 2.172753 2.660953 0.030042 0.080 -0.084 0.075 0.20
H 2.200018 1.383307 -1.195466 0.068 0.460 -0.151 0.20
H 2.129539 3.145373 -1.658775 0.597 -0.285 -0.030 0.20
H -0.115844 3.038824 -1.802625 0.074 -0.320 -0.349 0.20
H 0.032839 3.027396 -0.117361 -1.014 -0.829 0.313 0.21
H -0.139004 1.402132 -1.100188 -0.510 0.247 0.618 0.21
C -0.558458 -2.711696 1.467608 0.585 -1.243 0.067 -0.61
C -1.507552 -2.144780 0.453592 -0.769 2.764 0.259 -0.62
H -0.021221 -1.940570 2.014052 -0.279 0.237 0.109 0.21
H -1.028262 -3.392342 2.172603 -0.221 0.157 0.244 0.20
H 0.243511 -3.310565 1.031081 -0.086 -0.065 -0.326 0.20
H -2.359473 -2.665917 0.024189 0.699 -1.001 -0.245 0.22
H -0.947689 -1.550992 -0.288819 -0.301 -0.635 -0.184 0.20
H -2.091268 -1.335877 0.948045 0.375 -0.205 0.073 0.20


16
Properties=species:S:1:pos:R:3:forces:R:3:nbo_charge:R:1 method="wB97M-V/def2-TZVPD" homo_lumo_gap_ev=12.60 e_lumo_ev=1.1264
C 0.801182 -0.594110 -1.175079 2.096 -0.965 -1.338 -0.61
C 1.602188 -1.010448 -2.497603 0.469 -2.225 1.984 -0.61
H 0.719693 -1.296935 -0.337864 0.219 -0.047 -0.501 0.21
H 1.321875 0.277868 -0.857334 0.390 0.737 0.738 0.20
H -0.144147 -0.247614 -1.464758 -1.591 0.172 -0.319 0.20
H 2.698779 -0.896627 -2.457155 -0.450 0.338 0.443 0.20
H 1.249642 -0.429299 -3.274995 -0.657 1.368 -1.657 0.20
H 1.512960 -2.065503 -2.852630 -0.453 0.594 0.587 0.20
C -1.908807 1.068826 1.676840 -1.105 -1.131 -0.572 -0.61
C -0.591965 0.500551 2.069699 2.631 1.823 -1.595 -0.60
H -1.798836 1.992957 1.142697 0.121 0.571 -0.192 0.20
H -2.355964 0.339433 0.936661 -0.218 0.897 1.014 0.20
H -2.525405 1.277326 2.576340 -0.024 -0.438 -0.767 0.21
H -0.197678 1.015960 2.932781 0.481 0.581 0.071 0.20
H 0.184298 0.547578 1.193567 -1.354 0.112 1.685 0.20
H -0.567813 -0.479958 2.388834 -0.555 -2.388 0.418 0.20


16
Properties=species:S:1:pos:R:3:forces:R:3:nbo_charge:R:1 method="wB97M-V/def2-TZVPD" homo_lumo_gap_ev=12.83 e_lumo_ev=1.1557
C -0.026063 2.663424 -0.735797 0.087 -0.426 0.366 -0.61
C 0.797645 1.384890 -0.997277 -0.177 1.006 -0.829 -0.61
H -0.220911 3.230352 -1.641183 0.113 0.149 -0.032 0.20
H -0.990007 2.396533 -0.314598 -0.256 -0.094 0.018 0.20
H 0.437106 3.288755 0.033526 0.145 0.121 -0.386 0.20
H 1.563421 1.562300 -1.765528 0.126 0.123 0.473 0.20
H 0.164206 0.637412 -1.470577 -0.057 -0.362 0.467 0.20
H 1.258476 1.075339 -0.066933 0.023 -0.495 -0.090 0.21
C -0.824907 -2.461647 0.431148 -0.404 0.172 0.133 -0.61
C 0.072722 -1.605554 1.315160 0.169 0.275 -0.101 -0.61
H -0.234957 -3.247834 -0.034572 -0.059 0.005 -0.241 0.20
H -1.625647 -2.950842 0.987291 0.072 -0.022 0.173 0.20
H -1.338555 -1.858734 -0.331594 0.360 -0.179 0.037 0.20
H -0.446094 -0.771303 1.797685 -0.121 -0.199 -0.046 0.20
H 0.851477 -1.151488 0.696298 0.044 -0.084 0.136 0.20
H 0.562088 -2.191602 2.096948 -0.063 0.011 -0.078 0.20


16
Properties=species:S:1:pos:R:3:forces:R:3:nbo_charge:R:1 method="wB97M-V/def2-TZVPD" homo_lumo_gap_ev=12.47 e_lumo_ev=1.1593
C 1.656937 -1.343065 -0.052460 2.388 -0.418 -0.316 -0.63
C 0.451603 -1.949300 0.644724 -1.778 3.035 0.779 -0.61
H 1.810418 -0.262911 -0.096025 -0.852 0.039 0.300 0.22
H 2.572877 -1.662275 0.455879 0.062 -0.064 0.059 0.20
H 1.848613 -1.660368 -1.111209 -0.676 -0.100 0.820 0.20
H -0.266315 -2.002682 -0.176482 -0.628 -0.370 0.568 0.21
H -0.037083 -1.146498 1.481116 1.424 -2.405 -2.175 0.20
H 0.603158 -2.932070 1.090085 0.098 0.242 -0.028 0.21
C -0.408325 1.882371 -0.010332 2.497 1.328 -1.243 -0.62
C -1.771405 1.389472 -0.583816 1.857 -2.302 3.142 -0.62
H 0.485593 1.406677 -0.639462 -1.815 0.903 1.649 0.20
H -0.247999 3.006663 -0.159147 -0.337 -1.400 0.043 0.20
H -0.207366 1.758939 1.105859 -0.508 -0.331 -1.560 0.21
H -2.429187 2.151098 -0.871464 -1.021 1.015 -0.122 0.21
H -2.100390 0.771859 0.332326 -0.618 0.817 -1.803 0.21
H -1.605178 0.694699 -1.400173 -0.091 0.011 -0.112 0.21


16
Properties=species:S:1:pos:R:3:forces:R:3:nbo_charge:R:1 method="wB97M-V/def2-TZVPD" homo_lumo_gap_ev=12.64 e_lumo_ev=1.1729
C 0.654461 1.174603 1.057571 -1.486 -0.401 -0.328 -0.61
C 0.872004 0.029974 2.056526 -0.291 0.384 1.244 -0.62
H -0.075347 1.015818 0.240176 0.459 -0.462 0.611 0.20
H 0.168825 1.969650 1.581447 0.020 0.830 0.596 0.20
H 1.535719 1.573071 0.608245 0.822 0.057 -0.255 0.20
H -0.020146 -0.000857 2.768059 1.211 0.118 -0.740 0.20
H 1.800844 0.335580 2.669924 -1.394 -1.095 -0.832 0.21
H 0.893520 -1.000455 1.638306 0.592 0.803 0.118 0.21
C -1.509110 -0.639646 -1.501980 1.181 1.350 -1.521 -0.62
C 0.097078 -0.648835 -1.600917 -2.866 -1.786 0.580 -0.60
H -1.882754 0.392869 -1.884702 0.415 -1.474 1.531 0.20
H -1.906281 -1.251043 -2.293222 -0.148 -0.769 -0.138 0.20
H -1.866452 -1.034468 -0.551239 -0.224 0.678 -0.028 0.21
H 0.348094 -0.941478 -2.603657 0.551 -0.167 -0.218 0.21
H 0.513520 -1.288908 -0.809123 0.007 -0.065 -0.622 0.20
H 0.376025 0.314125 -1.375414 1.151 1.998 0.002 0.20


16
Properties=species:S:1:pos:R:3:forces:R:3:nbo_charge:R:1 method="wB97M-V/def2-TZVPD" homo_lumo_gap_ev=12.37 e_lumo_ev=1.1377
C 1.367937 1.963436 0.806599 0.231 0.369 -0.278 -0.61
C -0.096596 1.576771 1.026913 0.984 0.342 0.990 -0.61
H 2.003802 1.741804 1.661018 0.051 -0.558 -0.044 0.20
H 1.773853 1.536908 -0.128555 0.019 0.119 0.599 0.20
H 1.458418 3.043767 0.764591 -0.035 0.277 -0.515 0.20
H -0.565060 1.417203 0.069907 -0.482 0.003 0.027 0.20
H -0.558451 2.395701 1.594809 -0.301 -0.362 -0.297 0.20
H -0.110808 0.687800 1.666440 -0.441 -0.052 -0.392 0.20
C -0.581635 -2.474582 -0.512940 0.533 1.382 0.339 -0.62
C -0.649297 -1.189674 -1.370844 -3.793 -0.060 -0.025 -0.62
H 0.403333 -2.412770 -0.057476 0.410 -1.279 -0.243 0.21
H -1.221724 -2.468385 0.384317 -0.279 0.385 -0.605 0.21
H -0.899461 -3.319033 -1.126119 0.891 -0.266 0.320 0.21
H -1.526534 -1.404341 -2.079617 1.278 0.860 0.583 0.19
H -0.958245 -0.320278 -0.773773 -0.169 -0.433 0.008 0.20
H 0.160468 -0.774327 -1.925270 1.105 -0.728 -0.466 0.21


16
Properties=species:S:1:pos:R:3:forces:R:3:nbo_charge:R:1 method="wB97M-V/def2-TZVPD" homo_lumo_gap_ev=12.50 e_lumo_ev=1.1286
C 1.874692 0.890154 0.204347 -1.616 5.491 2.974 -0.59
C 1.732953 0.444430 1.737944 -2.264 4.073 -2.458 -0.60
H 0.893520 1.113041 -0.240998 0.111 -0.083 0.577 0.20
H 2.449979 1.907181 -0.039970 -0.610 -2.594 0.843 0.20
H 2.159184 0.080358 -0.253193 2.415 -4.028 -3.152 0.19
H 1.276505 1.360692 2.239949 0.246 -1.580 -0.136 0.20
H 2.635442 0.274367 2.176265 2.624 -0.580 1.113 0.20
H 1.126645 -0.425892 1.763546 -0.738 -0.617 0.301 0.20
C -1.436892 0.020827 -0.776605 -0.336 -2.208 -5.745 -0.59
C -2.064777 -1.460631 -1.080806 -2.461 4.477 -0.944 -0.60
H -2.176570 0.779916 -0.874025 -0.622 0.539 -0.018 0.20
H -1.066277 -0.021250 0.141809 1.620 0.118 3.996 0.19
H -0.588592 0.268671 -1.521318 -1.328 -0.465 1.185 0.19
H -3.066842 -1.421961 -0.581790 0.980 -0.649 -0.012 0.20
H -2.325326 -1.630618 -2.142224 0.480 0.251 0.381 0.20
H -1.423640 -2.179286 -0.752931 1.500 -2.143 1.094 0.20